Below is a molecular structure, C42H31Cl2N2O3Se2Te2Ti at a distorted geometry, with properties calculated with wB97M-V/def2-TZVPD.

Properties
* multiplicity: 2
* charge: -2
* E_HOMO (alpha / beta): -0.84 / -0.86 eV
* LUMO (alpha / beta): 3.68 / 3.68 eV
* energy above the lowest of the compared OMol25 structures with the same formula, charge and spin: 1.4 kcal per mole

Geometry as XYZ:
```
85
C42H31Cl2N2O3Se2Te2Ti wB97M-V/def2-TZVPD
Ti -0.82 -0.13 0.67
O 0.25 -1.64 0.79
C 0.88 -2.82 0.45
C 1.69 -2.58 -0.85
C 2.69 -1.47 -0.71
C 4.06 -1.69 -0.80
C 4.92 -0.60 -0.68
C 4.39 0.65 -0.44
C 3.01 0.78 -0.32
C 2.36 2.12 -0.04
C 1.38 2.17 1.18
O 0.31 1.35 0.94
C 2.06 1.80 2.51
C 1.24 1.65 3.63
C 1.78 1.36 4.87
C 3.16 1.21 5.02
C 3.98 1.37 3.92
C 3.43 1.67 2.68
C 0.90 3.63 1.30
C 1.75 4.64 1.74
C 1.30 5.95 1.84
C -0.01 6.26 1.50
C -0.86 5.26 1.05
C -0.41 3.95 0.95
N 2.19 -0.25 -0.49
C 1.88 -3.19 1.55
C 2.37 -4.49 1.68
C 3.33 -4.79 2.63
C 3.82 -3.80 3.48
C 3.34 -2.51 3.36
C 2.38 -2.21 2.40
C -0.16 -3.92 0.27
C -0.95 -4.26 1.36
C -1.98 -5.18 1.25
C -2.23 -5.79 0.02
C -1.45 -5.46 -1.07
C -0.42 -4.54 -0.95
H 1.00 -2.29 -1.64
H 2.20 -3.50 -1.15
H 4.44 -2.69 -0.97
H 5.99 -0.74 -0.76
H 5.03 1.52 -0.33
H 1.74 2.39 -0.90
H 3.13 2.89 0.07
H 0.17 1.78 3.52
H 1.12 1.24 5.73
H 3.58 0.97 5.99
H 5.05 1.25 4.02
H 4.09 1.79 1.83
H 2.76 4.40 2.03
H 1.97 6.72 2.20
H -0.37 7.28 1.59
H -1.88 5.48 0.79
H -1.06 3.17 0.59
H 1.99 -5.27 1.02
H 3.70 -5.81 2.72
H 4.56 -4.04 4.22
H 3.71 -1.72 4.00
H 2.01 -1.19 2.29
H -0.77 -3.77 2.31
H -2.60 -5.41 2.11
H -3.06 -6.48 -0.08
H -1.68 -5.88 -2.04
H 0.13 -4.25 -1.84
Cl -4.36 3.39 1.11
C -3.59 2.50 2.37
C -3.77 2.88 3.70
C -3.16 2.22 4.73
Cl -3.42 2.74 6.38
C -2.33 1.10 4.48
C -1.68 0.30 5.45
C -0.91 -0.76 5.04
C -0.75 -1.03 3.67
N -1.35 -0.31 2.74
C -2.15 0.71 3.14
C -2.76 1.43 2.04
O -2.52 1.00 0.85
H -4.40 3.74 3.92
H -1.79 0.53 6.50
H -0.39 -1.38 5.76
H -0.10 -1.82 3.32
Se -1.01 0.20 -2.09
Te 0.29 -0.84 -4.00
Te -4.52 -1.89 -2.53
Se -2.41 -1.58 -1.23
```

Atomic partial charges in e from the Mulliken method, atoms 1 to 2: Ti -1.45; O 2.70